1.
Entry from the OMol25 dataset: the molecule C21H26N6 at a distorted geometry (wB97M-V/def2-TZVPD).

Atoms and positions in Å:
C: 4.68 -0.04 0.23
C: 3.97 1.08 -0.52
C: 2.47 1.22 -0.18
C: 1.90 2.41 -0.96
C: 2.28 1.41 1.33
N: 1.79 0.02 -0.65
N: 2.35 -0.74 -1.60
N: 1.55 -1.69 -1.86
N: 0.45 -1.60 -1.13
C: 0.58 -0.54 -0.37
C: -0.46 -0.05 0.59
C: -0.26 -0.64 1.97
C: 0.43 -1.82 2.20
C: 0.58 -2.27 3.50
C: 0.03 -1.52 4.53
N: -0.64 -0.40 4.32
C: -0.77 0.03 3.08
N: -1.80 -0.34 0.09
C: -2.21 -1.73 0.25
C: -3.52 -2.01 -0.47
C: -3.33 -1.69 -1.94
C: -2.96 -0.25 -2.06
C: -3.37 0.50 -3.16
C: -3.07 1.84 -3.27
C: -2.38 2.46 -2.25
C: -1.97 1.74 -1.14
C: -2.22 0.37 -1.04
H: 5.72 -0.09 -0.09
H: 4.66 0.11 1.30
H: 4.22 -1.00 0.00
H: 4.07 0.90 -1.59
H: 4.45 2.03 -0.28
H: 2.11 2.31 -2.02
H: 2.35 3.34 -0.60
H: 0.82 2.48 -0.83
H: 2.34 0.46 1.85
H: 3.07 2.06 1.71
H: 1.33 1.88 1.56
H: -0.38 1.03 0.68
H: 0.84 -2.39 1.37
H: 1.11 -3.19 3.71
H: 0.12 -1.83 5.56
H: -1.33 0.95 2.96
H: -2.32 -1.92 1.32
H: -1.44 -2.40 -0.15
H: -3.79 -3.06 -0.32
H: -4.31 -1.38 -0.05
H: -4.24 -1.90 -2.51
H: -2.53 -2.32 -2.35
H: -3.93 0.00 -3.94
H: -3.38 2.40 -4.14
H: -2.16 3.52 -2.30
H: -1.48 2.27 -0.34

## Properties
Energy above the lowest of the compared OMol25 structures with the same formula, charge and spin ... 0.564 eV
Frontier orbital gap ... 0.31063 Eh
Structure (SMILES) ... CCC(C)(C)n1nnnc1[C@H](c1cccnc1)N1CCCc2ccccc21
Calculated total energy ... -1144.3420 Eh
LUMO energy ... 0.63 eV
Multiplicity ... 1

Atom-resolved charges from natural (NBO), all expressed in e: atom 1 (C): -0.62, atom 2 (C): -0.40, atom 3 (C): 0.13, atom 4 (C): -0.60, atom 5 (C): -0.62, atom 6 (N): -0.21, atom 7 (N): -0.07, atom 8 (N): -0.06, atom 9 (N): -0.33, atom 10 (C): 0.34, atom 11 (C): -0.10, atom 12 (C): -0.06, atom 13 (C): -0.17, atom 14 (C): -0.25, atom 15 (C): 0.03, atom 16 (N): -0.41, atom 17 (C): 0.05, atom 18 (N): -0.43, atom 19 (C): -0.22, atom 20 (C): -0.40, atom 21 (C): -0.44, atom 22 (C): 0.03, atom 23 (C): -0.21, atom 24 (C): -0.24, atom 25 (C): -0.19, atom 26 (C): -0.26, atom 27 (C): 0.14, atom 28 (H): 0.22, atom 29 (H): 0.20, atom 30 (H): 0.22, atom 31 (H): 0.23, atom 32 (H): 0.21, atom 33 (H): 0.22, atom 34 (H): 0.22, atom 35 (H): 0.21, atom 36 (H): 0.23, atom 37 (H): 0.23, atom 38 (H): 0.21, atom 39 (H): 0.24, atom 40 (H): 0.23, atom 41 (H): 0.22, atom 42 (H): 0.20, atom 43 (H): 0.19, atom 44 (H): 0.20, atom 45 (H): 0.21, atom 46 (H): 0.22, atom 47 (H): 0.20, atom 48 (H): 0.21, atom 49 (H): 0.22, atom 50 (H): 0.21, atom 51 (H): 0.21, atom 52 (H): 0.21, atom 53 (H): 0.20

2.
Entry from the OMol25 dataset: C21H27AsF6N2O10P2SV as an isolated structure (wB97M-V/def2-TZVPD).

Atoms and positions in Å:
V: 0.46 0.12 -0.49
N: 2.95 0.24 3.28
C: 2.40 1.27 2.30
C: 2.86 2.64 2.79
P: 0.56 1.07 2.53
O: -0.02 2.53 2.35
O: 0.45 0.52 3.90
O: 0.01 0.23 1.38
P: 3.24 0.81 0.70
O: 3.37 2.13 -0.14
O: 4.53 0.22 1.11
O: 2.26 -0.13 -0.05
H: 2.20 0.15 4.01
H: 3.85 0.55 3.65
H: 3.12 -0.65 2.82
H: 2.62 2.76 3.85
H: 2.35 3.43 2.24
H: 3.94 2.75 2.65
H: -0.87 2.53 1.86
H: 2.49 2.32 -0.55
O: -0.43 2.71 -2.45
C: 0.07 2.93 -1.38
O: 0.75 2.02 -0.66
C: -0.06 4.25 -0.70
C: 0.85 4.70 0.24
C: 0.72 5.95 0.84
C: -0.36 6.71 0.46
O: -0.71 7.95 0.90
C: -1.91 8.30 0.20
O: -2.24 7.22 -0.66
C: -1.27 6.27 -0.48
C: -1.15 5.05 -1.09
H: 1.68 4.07 0.52
H: 1.43 6.31 1.57
H: -1.74 9.20 -0.38
H: -2.72 8.45 0.93
H: -1.86 4.69 -1.83
S: 0.01 -2.24 -0.28
C: -1.37 -2.61 -1.25
N: -1.49 -2.13 -2.50
C: -2.54 -2.39 -3.31
C: -3.54 -3.21 -2.89
C: -3.47 -3.74 -1.60
C: -2.40 -3.44 -0.79
H: -0.78 -1.46 -2.81
H: -2.51 -1.91 -4.28
H: -4.38 -3.42 -3.54
H: -4.26 -4.37 -1.22
H: -2.33 -3.81 0.23
C: -0.65 0.71 -5.61
C: 0.76 0.40 -5.09
C: 1.38 -0.77 -5.87
C: 1.64 1.65 -5.23
C: 0.67 0.07 -3.67
C: 0.61 -0.08 -2.46
H: -0.60 0.99 -6.66
H: -1.09 1.53 -5.04
H: -1.30 -0.16 -5.52
H: 1.47 -0.50 -6.93
H: 0.75 -1.66 -5.81
H: 2.36 -1.02 -5.49
H: 1.67 1.96 -6.28
H: 2.66 1.45 -4.90
H: 1.23 2.47 -4.64
F: -1.50 0.62 -0.77
As: -3.18 0.79 -0.02
F: -3.73 -0.32 -1.23
F: -3.41 2.09 -1.11
F: -4.72 0.97 0.68
F: -2.44 1.90 1.11
F: -2.77 -0.53 1.00

## Properties
Energy above the lowest of the compared OMol25 structures with the same formula, charge and spin ... 0.249 eV
Frontier orbital gap (alpha / beta) ... 0.23487 / 0.25899 Eh
Calculated total energy ... -6538.6137 Eh
LUMO energy (alpha / beta) ... -1.91 / -1.25 eV
Multiplicity ... 2

Atom-resolved charges from Löwdin, all expressed in e: atom 1 (V): 0.86, atom 2 (N): 0.15, atom 3 (C): -0.45, atom 4 (C): -0.07, atom 5 (P): 0.40, atom 6 (O): -0.09, atom 7 (O): -0.26, atom 8 (O): -0.41, atom 9 (P): 0.38, atom 10 (O): -0.10, atom 11 (O): -0.25, atom 12 (O): -0.38, atom 13 (H): 0.12, atom 14 (H): 0.16, atom 15 (H): 0.15, atom 16 (H): 0.10, atom 17 (H): 0.06, atom 18 (H): 0.10, atom 19 (H): 0.07, atom 20 (H): 0.05, atom 21 (O): 0.11, atom 22 (C): -0.50, atom 23 (O): -0.21, atom 24 (C): -0.12, atom 25 (C): -0.03, atom 26 (C): 0.03, atom 27 (C): -0.21, atom 28 (O): 0.04, atom 29 (C): -0.12, atom 30 (O): 0.04, atom 31 (C): -0.19, atom 32 (C): 0.09, atom 33 (H): 0.08, atom 34 (H): 0.12, atom 35 (H): 0.14, atom 36 (H): 0.14, atom 37 (H): 0.14, atom 38 (S): 0.79, atom 39 (C): -0.64, atom 40 (N): 0.09, atom 41 (C): -0.05, atom 42 (C): -0.04, atom 43 (C): -0.03, atom 44 (C): -0.07, atom 45 (H): 0.08, atom 46 (H): 0.13, atom 47 (H): 0.11, atom 48 (H): 0.12, atom 49 (H): 0.12, atom 50 (C): -0.03, atom 51 (C): -0.61, atom 52 (C): -0.05, atom 53 (C): -0.04, atom 54 (C): -0.07, atom 55 (C): -0.09, atom 56 (H): 0.09, atom 57 (H): 0.09, atom 58 (H): 0.07, atom 59 (H): 0.09, atom 60 (H): 0.08, atom 61 (H): 0.09, atom 62 (H): 0.09, atom 63 (H): 0.09, atom 64 (H): 0.08, atom 65 (F): -0.32, atom 66 (As): 0.78, atom 67 (F): -0.22, atom 68 (F): -0.21, atom 69 (F): -0.21, atom 70 (F): -0.23, atom 71 (F): -0.21

3.
Entry from the OMol25 dataset: C21H27BrF10NOPdSi as an isolated structure at a distorted geometry (wB97M-V/def2-TZVPD).

Atoms and positions in Å:
Pd: -0.32 1.80 -0.15
N: 2.66 2.93 -0.24
C: 1.62 2.43 -0.19
F: 0.77 7.96 2.47
C: 0.44 7.00 1.65
C: 0.32 7.27 0.28
F: 0.56 8.49 -0.15
C: -0.03 6.26 -0.57
F: -0.14 6.48 -1.86
C: -0.26 4.92 -0.09
O: -0.53 3.98 -0.87
C: -0.15 4.71 1.33
F: -0.43 3.49 1.79
C: 0.19 5.71 2.19
F: 0.29 5.52 3.48
F: -2.35 1.00 -2.98
C: -2.26 2.14 -2.35
F: -1.97 3.12 -3.17
C: -3.43 2.38 -1.40
F: -3.30 1.54 -0.36
F: -3.43 3.62 -0.94
F: -4.59 2.14 -1.99
C: -2.08 -3.59 0.85
C: -0.60 -3.43 1.24
C: -0.57 -3.27 2.77
C: 0.12 -4.74 0.85
Si: 0.26 -1.98 0.35
Br: -0.55 -0.09 1.56
C: 2.15 -1.85 0.55
C: 2.62 -2.34 1.93
C: 2.83 -2.69 -0.54
C: 2.64 -0.40 0.42
C: -0.41 -1.55 -1.39
C: -0.12 -2.73 -2.34
C: 0.27 -0.30 -1.96
C: -1.92 -1.28 -1.42
H: -2.51 -4.38 1.46
H: -2.20 -3.88 -0.19
H: -2.66 -2.68 1.03
H: -0.99 -4.18 3.22
H: -1.19 -2.44 3.10
H: 0.42 -3.14 3.18
H: -0.42 -5.58 1.31
H: 1.15 -4.78 1.21
H: 0.13 -4.91 -0.23
H: 2.43 -3.39 2.11
H: 2.17 -1.76 2.74
H: 3.70 -2.19 1.99
H: 2.49 -3.73 -0.56
H: 3.91 -2.70 -0.35
H: 2.68 -2.27 -1.54
H: 2.29 0.22 1.25
H: 2.37 0.09 -0.51
H: 3.74 -0.40 0.47
H: 0.93 -3.00 -2.39
H: -0.45 -2.47 -3.35
H: -0.68 -3.62 -2.05
H: 1.35 -0.40 -2.08
H: 0.13 0.59 -1.31
H: -0.16 -0.05 -2.93
H: -2.51 -2.15 -1.14
H: -2.21 -1.01 -2.44
H: -2.22 -0.46 -0.76

## Properties
Energy above the lowest of the compared OMol25 structures with the same formula, charge and spin ... 0.032 eV
Frontier orbital gap (alpha / beta) ... 0.36941 / 0.23872 Eh
Calculated total energy ... -4936.0402 Eh
Net charge ... +1
LUMO energy (alpha / beta) ... -2.54 / -6.37 eV
Multiplicity ... 5

Atom-resolved charges from natural (NBO), all expressed in e: atom 1 (Pd): 1.01, atom 2 (N): -0.41, atom 3 (C): -0.12, atom 4 (F): -0.23, atom 5 (C): 0.40, atom 6 (C): 0.26, atom 7 (F): -0.25, atom 8 (C): 0.35, atom 9 (F): -0.24, atom 10 (C): 0.33, atom 11 (O): -0.57, atom 12 (C): 0.33, atom 13 (F): -0.30, atom 14 (C): 0.28, atom 15 (F): -0.25, atom 16 (F): -0.29, atom 17 (C): 0.63, atom 18 (F): -0.26, atom 19 (C): 0.88, atom 20 (F): -0.32, atom 21 (F): -0.29, atom 22 (F): -0.28, atom 23 (C): -0.61, atom 24 (C): -0.63, atom 25 (C): -0.61, atom 26 (C): -0.61, atom 27 (Si): 2.10, atom 28 (Br): -0.29, atom 29 (C): -0.64, atom 30 (C): -0.61, atom 31 (C): -0.61, atom 32 (C): -0.61, atom 33 (C): -0.65, atom 34 (C): -0.61, atom 35 (C): -0.48, atom 36 (C): -0.62, atom 37 (H): 0.23, atom 38 (H): 0.21, atom 39 (H): 0.21, atom 40 (H): 0.22, atom 41 (H): 0.21, atom 42 (H): 0.22, atom 43 (H): 0.23, atom 44 (H): 0.22, atom 45 (H): 0.21, atom 46 (H): 0.21, atom 47 (H): 0.22, atom 48 (H): 0.22, atom 49 (H): 0.22, atom 50 (H): 0.23, atom 51 (H): 0.21, atom 52 (H): 0.22, atom 53 (H): 0.21, atom 54 (H): 0.23, atom 55 (H): 0.23, atom 56 (H): 0.22, atom 57 (H): 0.23, atom 58 (H): 0.24, atom 59 (H): 0.08, atom 60 (H): 0.24, atom 61 (H): 0.23, atom 62 (H): 0.22, atom 63 (H): 0.20

4.
Entry from the OMol25 dataset: the molecule C21H27ClN2O5 at a distorted geometry (wB97M-V/def2-TZVPD).

Atoms and positions in Å:
C: -6.29 3.19 0.32
O: -5.97 1.80 0.21
C: -4.67 1.51 0.54
C: -3.72 1.41 -0.47
C: -4.11 1.61 -1.91
C: -2.41 1.09 -0.13
C: -2.05 0.85 1.19
C: -0.63 0.47 1.47
O: 0.29 0.89 0.78
N: -0.43 -0.38 2.51
C: 0.88 -0.96 2.74
C: 1.21 -2.05 1.72
C: 2.56 -2.69 1.95
O: 3.55 -1.69 1.86
C: 4.85 -2.19 1.61
C: 5.76 -1.01 1.31
N: 5.24 -0.16 0.24
C: 4.93 -0.77 -0.97
O: 5.74 -1.37 -1.64
C: 3.58 -0.48 -1.44
C: 2.47 -0.18 -1.78
C: 1.12 0.20 -2.17
C: 0.99 0.62 -3.65
C: -0.50 0.38 -3.93
O: -1.00 -0.46 -2.88
C: 0.10 -0.94 -2.11
C: -3.01 0.94 2.20
C: -4.31 1.28 1.86
Cl: -5.50 1.40 3.11
H: -7.33 3.28 0.02
H: -6.17 3.54 1.34
H: -5.66 3.78 -0.35
H: -3.31 1.28 -2.57
H: -5.02 1.06 -2.14
H: -4.32 2.67 -2.12
H: -1.66 1.00 -0.90
H: -1.24 -0.87 2.86
H: 1.62 -0.17 2.67
H: 0.91 -1.36 3.75
H: 0.44 -2.83 1.75
H: 1.20 -1.61 0.72
H: 2.61 -3.18 2.93
H: 2.74 -3.46 1.19
H: 5.23 -2.74 2.48
H: 4.83 -2.87 0.76
H: 5.87 -0.39 2.20
H: 6.74 -1.39 1.04
H: 4.43 0.34 0.57
H: 0.77 0.99 -1.51
H: 1.29 1.65 -3.82
H: 1.61 -0.03 -4.27
H: -1.08 1.31 -3.90
H: -0.66 -0.10 -4.89
H: 0.52 -1.86 -2.54
H: -0.26 -1.14 -1.10
H: -2.75 0.78 3.24

## Properties
Energy above the lowest of the compared OMol25 structures with the same formula, charge and spin ... 2.131 eV
Frontier orbital gap ... 0.36018 Eh
Structure (SMILES) ... COc1c(C)cc(C(=O)NCCCOCCNC(=O)C#C[C@H]2CCOC2)cc1Cl
Calculated total energy ... -1762.2668 Eh
LUMO energy ... 0.57 eV
Multiplicity ... 1

Atom-resolved charges from natural (NBO), all expressed in e: atom 1 (C): -0.25, atom 2 (O): -0.52, atom 3 (C): 0.25, atom 4 (C): 0.05, atom 5 (C): -0.65, atom 6 (C): -0.19, atom 7 (C): -0.14, atom 8 (C): 0.67, atom 9 (O): -0.64, atom 10 (N): -0.61, atom 11 (C): -0.23, atom 12 (C): -0.42, atom 13 (C): -0.06, atom 14 (O): -0.56, atom 15 (C): -0.08, atom 16 (C): -0.24, atom 17 (N): -0.60, atom 18 (C): 0.62, atom 19 (O): -0.55, atom 20 (C): -0.20, atom 21 (C): 0.18, atom 22 (C): -0.37, atom 23 (C): -0.42, atom 24 (C): -0.07, atom 25 (O): -0.54, atom 26 (C): -0.05, atom 27 (C): -0.21, atom 28 (C): -0.07, atom 29 (Cl): 0.01, atom 30 (H): 0.20, atom 31 (H): 0.18, atom 32 (H): 0.17, atom 33 (H): 0.23, atom 34 (H): 0.23, atom 35 (H): 0.22, atom 36 (H): 0.23, atom 37 (H): 0.40, atom 38 (H): 0.23, atom 39 (H): 0.20, atom 40 (H): 0.20, atom 41 (H): 0.22, atom 42 (H): 0.16, atom 43 (H): 0.18, atom 44 (H): 0.17, atom 45 (H): 0.17, atom 46 (H): 0.21, atom 47 (H): 0.22, atom 48 (H): 0.39, atom 49 (H): 0.27, atom 50 (H): 0.22, atom 51 (H): 0.21, atom 52 (H): 0.18, atom 53 (H): 0.18, atom 54 (H): 0.17, atom 55 (H): 0.20, atom 56 (H): 0.23

Q: What is the formula in the fourth record?
A: C21H27ClN2O5

Q: The highest multiplicity belongs to which entry?
A: C21H27BrF10NOPdSi